Entry 1:
42
Properties=species:S:1:pos:R:3:forces:R:3 method="wB97M-V/def2-TZVPD" lumo_energy_ev="-0.26 / 0.13" e_homo_ev="-4.876 / -4.482" homo_lumo_gap_ev="4.616 / 4.614"
C 0.830 -1.595 -3.030 -0.3224 -0.4444 2.3634
C 0.182 2.024 -2.310 -1.0830 -0.4877 0.7609
C -0.461 -1.672 -2.629 -0.1339 -1.0719 -1.8025
H 1.489 -2.502 -3.210 -0.9848 1.2143 0.4409
C -0.964 1.800 -1.632 1.5108 0.0296 0.4206
H 0.652 2.995 -2.251 -0.1596 0.2484 -0.0581
H -0.951 -2.634 -2.425 0.2813 0.1143 -0.5776
H -1.402 2.575 -0.980 0.3174 -0.1954 -0.5492
C -1.463 -0.531 -2.719 -1.1088 0.3478 1.0562
H -2.465 -1.021 -2.749 0.7486 0.2349 -0.2357
H -1.378 0.064 -3.652 0.0097 -0.5930 0.6520
C 1.441 -0.302 -2.486 0.3414 0.6065 -0.7918
H 2.538 -0.329 -2.576 -0.3895 0.0320 0.1677
H 1.175 -0.234 -1.404 0.4543 -0.1375 -0.5597
C 0.921 1.007 -3.148 0.5232 0.6554 -0.9025
H 0.325 0.804 -4.067 0.6062 -0.0181 0.5891
H 1.806 1.556 -3.492 -0.1239 -0.2252 -0.1802
C -1.605 0.455 -1.494 -0.5316 -0.6497 -0.2549
H -2.682 0.658 -1.391 0.2331 -0.2368 0.1504
H -1.296 -0.078 -0.554 -0.1971 0.5480 -0.6459
Sr 2.114 -0.556 1.531 3.9487 -0.4269 -0.6203
H 0.127 0.160 1.302 -1.8992 0.2449 -1.4197
F 2.213 3.832 2.706 -1.0193 -1.1662 0.6045
C 1.458 2.675 2.923 0.8246 1.5226 -1.2940
C 0.869 2.089 1.826 -0.5055 -0.1994 0.8313
C 0.245 0.854 2.086 -0.2771 1.9862 -0.4512
C 0.184 0.183 3.309 -0.5314 -1.9972 0.1928
C 0.775 0.900 4.373 0.8057 -0.4151 1.6538
F 0.951 0.252 5.608 -0.5915 1.0460 -1.7309
C 1.429 2.111 4.190 -0.1790 -0.4920 1.1003
C -0.170 -1.286 3.146 0.7715 1.5741 -0.0204
C -0.939 -2.122 3.929 -0.8156 -1.1257 1.3769
C -1.050 -3.474 3.604 -0.7386 0.7541 0.8451
C -0.377 -4.007 2.486 0.4188 -0.5208 -0.0811
C 0.321 -3.141 1.702 -0.4575 0.8388 0.1846
N 0.271 -1.812 1.965 0.3935 -0.8426 -1.0754
H 0.828 2.594 0.861 0.2617 -0.3639 0.1211
H 1.957 2.613 5.006 -0.2379 -0.4025 -0.2492
H -1.468 -1.678 4.780 0.2366 -0.4746 -0.1430
H -1.674 -4.142 4.219 0.3424 0.5051 -0.2979
H -0.379 -5.064 2.270 -0.0303 -0.1051 0.0696
H 0.962 -3.439 0.849 -0.7118 0.0885 0.3600

Entry 2:
53
Properties=species:S:1:pos:R:3:forces:R:3 method="wB97M-V/def2-TZVPD" spin_multiplicity=2 lumo_energy_ev="-0.20 / -1.39" e_homo_ev="-7.866 / -8.131" homo_lumo_gap_ev="7.671 / 6.743" e_above_lowest_ev=0.000
Ir -0.053 -0.173 0.488 -0.4375 -0.1015 -0.1458
C -1.022 0.379 2.395 -0.1079 0.3678 -0.1884
C -0.334 -0.881 2.537 0.0297 -0.3690 0.0309
C 1.057 -0.603 2.464 0.2398 0.0327 0.0624
C 1.248 0.827 2.512 0.1903 -0.1722 -0.0477
C -0.028 1.398 2.249 -0.2053 0.0657 0.0156
C -0.331 2.844 2.024 -0.0249 0.0032 -0.0191
C 2.564 1.510 2.539 0.0136 -0.0479 0.0651
C 2.142 -1.625 2.522 0.0150 0.0126 -0.0274
C -0.936 -2.228 2.781 -0.0354 0.0358 0.0183
C -2.493 0.610 2.471 0.0081 0.0873 0.1463
H -0.974 2.968 1.152 -0.0139 -0.0047 0.0116
H 0.577 3.416 1.847 0.0046 -0.0002 -0.0107
H -0.845 3.274 2.886 0.0096 -0.0086 0.0128
H 3.181 1.190 1.696 0.0059 0.0063 0.0023
H 3.106 1.258 3.454 -0.0022 -0.0029 -0.0004
H 2.463 2.592 2.495 -0.0113 0.0034 -0.0032
H 3.039 -1.265 2.020 0.0017 0.0004 0.0057
H 1.830 -2.545 2.030 0.0004 -0.0019 0.0058
H 2.398 -1.858 3.558 -0.0055 0.0109 0.0084
H -0.503 -2.970 2.111 0.0129 -0.0021 0.0085
H -2.008 -2.217 2.607 0.0011 0.0052 -0.0119
H -0.749 -2.542 3.810 0.0042 0.0182 0.0067
H -2.788 1.456 1.850 0.0017 -0.0041 -0.0063
H -2.775 0.840 3.502 0.0080 0.0125 0.0000
H -3.051 -0.265 2.150 -0.0064 -0.0148 0.0039
O -4.920 -0.069 -3.225 0.0515 -0.0690 -0.0988
C -3.983 -0.057 -2.485 -0.2140 0.3203 0.3003
C -2.735 0.834 -2.585 0.1121 -0.1547 -0.1245
O -2.448 1.612 -3.468 -0.0292 0.0061 0.0089
C -1.945 0.482 -1.416 0.0659 0.0652 -0.0281
C -2.496 -0.538 -0.695 -0.1731 0.0594 -0.0913
O -1.844 -1.089 0.303 0.0578 -0.0933 0.1010
C -3.831 -0.890 -1.192 0.2228 -0.2725 -0.2024
O -4.623 -1.679 -0.747 -0.0614 0.0706 0.0509
O -0.777 0.982 -1.077 0.0659 -0.1183 0.0156
N 2.778 1.938 -4.479 -0.0280 0.0317 -0.0135
C 2.097 1.623 -3.365 0.0606 -0.0271 0.0524
N 0.777 1.671 -3.362 -0.1082 0.0407 0.0238
N 2.843 1.297 -2.300 -0.0028 -0.0746 -0.0173
C 2.236 0.951 -1.219 -0.1059 0.0461 -0.0655
N 1.731 0.644 -0.219 0.3164 0.2067 0.1127
H 2.309 2.078 -5.355 -0.0004 -0.0092 -0.0033
H 3.772 1.798 -4.472 0.0013 -0.0046 0.0042
H 0.246 1.876 -4.192 0.0022 -0.0169 -0.0063
H 0.229 1.392 -2.541 0.0361 -0.0135 -0.0243
F 0.924 -3.708 -3.469 -0.0091 0.0226 0.0147
C 1.060 -3.432 -2.175 0.0040 0.0112 0.0355
F 0.461 -4.410 -1.478 0.0058 0.0070 0.0031
F 2.374 -3.474 -1.884 0.0003 0.0065 0.0037
C 0.463 -2.041 -1.810 0.0477 -0.2542 -0.4769
O -0.038 -1.367 -2.679 -0.0405 0.1959 0.0625
O 0.622 -1.814 -0.562 0.0261 0.0857 0.4196

Entry 3:
52
Properties=species:S:1:pos:R:3:forces:R:3 method="wB97M-V/def2-TZVPD" lumo_energy_ev=2.29 e_homo_ev=-5.342 homo_lumo_gap_ev=7.637 total_charge=-1 e_above_lowest_ev=0.000
Pd 1.076 0.781 1.112 0.7608 -0.0011 -0.2606
O 0.781 2.893 4.616 0.0299 0.0432 0.0225
C 0.856 2.429 3.497 0.0093 -0.0496 -0.0159
N 0.789 1.135 3.087 0.0632 -0.0566 0.3031
C 0.877 0.043 3.897 -0.0363 -0.0068 -0.1546
O 0.966 -0.024 5.105 -0.0054 -0.0148 0.0688
C 0.851 -1.240 3.065 -0.0601 0.0166 0.0994
C 0.682 -2.458 3.691 -0.0150 -0.0671 0.0307
C 0.548 -3.599 2.915 -0.0035 -0.0064 0.0241
C 0.574 -3.483 1.537 0.0240 0.0802 -0.0087
C 0.767 -2.231 0.972 0.0531 -0.0874 0.0945
N 0.931 -1.145 1.726 -0.2770 -0.0171 -0.0197
C 1.049 3.363 2.304 -0.0409 -0.0690 0.0562
C 1.013 4.728 2.497 -0.0206 0.1469 -0.0082
C 1.123 5.569 1.401 -0.0080 -0.0442 0.0505
C 1.254 5.009 0.142 0.0004 -0.0573 -0.0064
C 1.295 3.629 0.026 0.0199 0.0691 0.0259
N 1.223 2.824 1.085 -0.2682 0.0766 -0.1391
H 0.636 -2.473 4.771 0.0010 0.0144 -0.0087
H 0.400 -4.565 3.382 0.0001 0.0029 0.0009
H 0.434 -4.338 0.890 -0.0038 0.0050 0.0092
H 0.776 -2.073 -0.098 -0.0109 -0.0345 0.0245
H 0.877 5.091 3.506 0.0027 -0.0129 -0.0014
H 1.087 6.644 1.524 -0.0013 -0.0037 0.0058
H 1.310 5.620 -0.748 -0.0008 -0.0048 -0.0024
H 1.369 3.148 -0.937 0.0134 -0.0037 -0.0054
F -3.045 1.410 -2.216 -0.0043 -0.0082 -0.0333
C -2.308 1.835 -1.178 -0.0383 0.0255 0.0233
F -1.049 2.002 -1.623 0.0352 0.0097 -0.0238
F -2.768 3.053 -0.840 -0.0019 -0.0087 0.0055
S -2.368 0.671 0.255 -0.3821 0.0371 -0.2033
O -3.779 0.555 0.529 -0.0226 0.0194 -0.0399
O -1.727 -0.518 -0.259 0.0555 -0.3117 -0.1173
O -1.594 1.400 1.229 0.1358 0.2910 0.4170
C 1.921 0.407 -0.743 -0.1755 -0.1658 -0.0022
H 2.872 -0.066 -0.479 0.0729 0.0227 -0.0391
H 2.150 1.349 -1.242 0.0126 0.0031 -0.0465
C -1.038 -3.628 -1.887 -0.0213 -0.0474 0.0477
Si -0.614 -2.319 -3.156 -0.0098 0.0422 0.0309
C -2.158 -1.400 -3.637 -0.0669 0.0208 -0.0208
C 0.128 -3.144 -4.669 0.0541 -0.0145 -0.0292
C 0.596 -1.190 -2.402 -0.0039 -0.0706 0.0537
C 1.201 -0.461 -1.644 0.1265 0.2905 -0.1498
H -1.717 -4.378 -2.302 -0.0028 0.0045 0.0128
H -1.526 -3.149 -1.034 0.0174 -0.0031 -0.0093
H -0.139 -4.141 -1.536 -0.0084 -0.0112 -0.0176
H -2.885 -2.075 -4.099 0.0014 0.0067 -0.0115
H -1.944 -0.591 -4.338 -0.0010 -0.0073 -0.0005
H -2.607 -0.961 -2.745 0.0071 -0.0289 -0.0170
H -0.565 -3.872 -5.098 0.0048 0.0065 -0.0065
H 1.055 -3.663 -4.414 -0.0076 -0.0095 -0.0082
H 0.362 -2.403 -5.436 -0.0030 -0.0106 0.0001

Entry 4:
51
Properties=species:S:1:pos:R:3:forces:R:3 method="wB97M-V/def2-TZVPD" spin_multiplicity=6 lumo_energy_ev="-8.94 / -11.12" e_homo_ev="-13.310 / -15.944" homo_lumo_gap_ev="4.375 / 4.825" total_charge=+2
C -4.515 -0.271 -0.552 -0.3510 0.0042 0.0435
C -4.482 1.036 -1.331 -0.6206 -0.0543 -0.0422
H -4.740 -1.111 -1.213 0.0763 0.0014 0.1018
H -5.306 -0.222 0.204 0.1260 -0.1281 -0.1263
H -3.589 -0.492 -0.027 -0.1528 0.0453 -0.0910
H -3.620 1.117 -1.989 -0.2744 -0.0454 -0.1944
H -5.386 1.103 -1.942 0.1660 0.1245 0.0079
H -4.494 1.893 -0.653 0.0941 0.0602 -0.1064
C 0.534 -3.030 -0.793 0.5102 0.2164 -0.3364
C 1.426 -4.083 -0.933 -0.0200 -0.0901 -0.0022
C 2.597 -3.920 -1.682 -0.4939 -0.0236 0.2818
C 2.842 -2.688 -2.269 -0.3144 1.0956 -0.0954
H -0.389 -3.124 -0.224 0.2042 0.0291 -0.1456
H 1.182 -5.022 -0.441 0.1559 0.1352 -0.1878
H 3.301 -4.739 -1.796 -0.1090 0.1219 0.0136
H 3.740 -2.474 -2.845 -0.1738 -0.3508 0.1606
N 0.789 -1.820 -1.344 0.7870 -2.0939 -0.8072
C 1.926 -1.642 -2.087 -0.3015 -1.7859 0.8188
C 2.084 -0.294 -2.566 0.0432 1.3621 -0.3304
N 1.076 0.546 -2.155 1.2891 1.1659 -1.3902
C 1.142 1.860 -2.490 0.5189 -0.3519 -0.0293
C 3.225 1.522 -3.664 -0.3368 0.1076 0.1698
C 2.201 2.368 -3.229 -0.2823 0.0914 0.0642
H 0.318 2.459 -2.126 0.3403 0.1671 -0.2908
H 2.193 3.433 -3.450 0.1048 -0.2486 -0.0480
C 3.166 0.178 -3.322 -0.6822 -0.5120 0.5155
H 3.933 -0.541 -3.602 -0.1092 0.3841 -0.0678
H 4.050 1.908 -4.255 -0.1079 -0.0433 0.1095
Ir -0.385 -0.149 -1.016 -0.8180 -1.9407 2.4153
C -1.459 1.483 -0.917 -0.8139 0.9169 -0.3731
H -1.712 1.721 -1.961 -0.0864 0.4361 0.2415
H -0.854 2.291 -0.486 -0.0363 0.0316 0.0410
H -2.387 1.350 -0.354 0.2423 0.0511 -0.0135
O 0.183 1.709 6.581 -1.1539 -1.3287 -1.8350
N -0.625 1.075 5.873 -1.0733 0.9918 3.4323
O -1.759 0.739 6.268 2.2311 0.3674 -1.3144
C -0.248 0.756 4.512 0.8902 -0.2388 -1.4920
C 1.012 1.154 4.040 -0.7262 0.1695 1.5044
C 1.334 0.962 2.704 1.4173 0.5034 -0.6719
C 0.450 0.248 1.821 -0.0586 -0.3623 -0.3046
O 0.846 -0.057 0.632 0.3595 0.6241 0.6754
C -0.816 -0.155 2.358 0.1268 -0.3395 -0.6732
C -1.163 0.082 3.693 0.2934 0.3826 0.5748
N -1.751 -0.876 1.583 -0.6693 0.6695 2.2991
O -2.808 -1.246 2.115 1.0552 0.2164 -0.9346
O -1.540 -1.215 0.329 1.0329 0.1472 -1.9293
N 2.604 1.465 2.199 -4.5846 -1.7105 -2.1847
O 3.470 1.747 3.062 1.4938 0.4176 0.5796
O 2.787 1.619 0.979 0.9381 0.2926 1.8239
H 1.736 1.618 4.702 -0.3478 0.1134 0.0747
H -2.122 -0.269 4.061 0.2014 0.2055 0.0686

Repeat the fourth record exactly.
51
Properties=species:S:1:pos:R:3:forces:R:3 method="wB97M-V/def2-TZVPD" spin_multiplicity=6 lumo_energy_ev="-8.94 / -11.12" e_homo_ev="-13.310 / -15.944" homo_lumo_gap_ev="4.375 / 4.825" total_charge=+2
C -4.515 -0.271 -0.552 -0.3510 0.0042 0.0435
C -4.482 1.036 -1.331 -0.6206 -0.0543 -0.0422
H -4.740 -1.111 -1.213 0.0763 0.0014 0.1018
H -5.306 -0.222 0.204 0.1260 -0.1281 -0.1263
H -3.589 -0.492 -0.027 -0.1528 0.0453 -0.0910
H -3.620 1.117 -1.989 -0.2744 -0.0454 -0.1944
H -5.386 1.103 -1.942 0.1660 0.1245 0.0079
H -4.494 1.893 -0.653 0.0941 0.0602 -0.1064
C 0.534 -3.030 -0.793 0.5102 0.2164 -0.3364
C 1.426 -4.083 -0.933 -0.0200 -0.0901 -0.0022
C 2.597 -3.920 -1.682 -0.4939 -0.0236 0.2818
C 2.842 -2.688 -2.269 -0.3144 1.0956 -0.0954
H -0.389 -3.124 -0.224 0.2042 0.0291 -0.1456
H 1.182 -5.022 -0.441 0.1559 0.1352 -0.1878
H 3.301 -4.739 -1.796 -0.1090 0.1219 0.0136
H 3.740 -2.474 -2.845 -0.1738 -0.3508 0.1606
N 0.789 -1.820 -1.344 0.7870 -2.0939 -0.8072
C 1.926 -1.642 -2.087 -0.3015 -1.7859 0.8188
C 2.084 -0.294 -2.566 0.0432 1.3621 -0.3304
N 1.076 0.546 -2.155 1.2891 1.1659 -1.3902
C 1.142 1.860 -2.490 0.5189 -0.3519 -0.0293
C 3.225 1.522 -3.664 -0.3368 0.1076 0.1698
C 2.201 2.368 -3.229 -0.2823 0.0914 0.0642
H 0.318 2.459 -2.126 0.3403 0.1671 -0.2908
H 2.193 3.433 -3.450 0.1048 -0.2486 -0.0480
C 3.166 0.178 -3.322 -0.6822 -0.5120 0.5155
H 3.933 -0.541 -3.602 -0.1092 0.3841 -0.0678
H 4.050 1.908 -4.255 -0.1079 -0.0433 0.1095
Ir -0.385 -0.149 -1.016 -0.8180 -1.9407 2.4153
C -1.459 1.483 -0.917 -0.8139 0.9169 -0.3731
H -1.712 1.721 -1.961 -0.0864 0.4361 0.2415
H -0.854 2.291 -0.486 -0.0363 0.0316 0.0410
H -2.387 1.350 -0.354 0.2423 0.0511 -0.0135
O 0.183 1.709 6.581 -1.1539 -1.3287 -1.8350
N -0.625 1.075 5.873 -1.0733 0.9918 3.4323
O -1.759 0.739 6.268 2.2311 0.3674 -1.3144
C -0.248 0.756 4.512 0.8902 -0.2388 -1.4920
C 1.012 1.154 4.040 -0.7262 0.1695 1.5044
C 1.334 0.962 2.704 1.4173 0.5034 -0.6719
C 0.450 0.248 1.821 -0.0586 -0.3623 -0.3046
O 0.846 -0.057 0.632 0.3595 0.6241 0.6754
C -0.816 -0.155 2.358 0.1268 -0.3395 -0.6732
C -1.163 0.082 3.693 0.2934 0.3826 0.5748
N -1.751 -0.876 1.583 -0.6693 0.6695 2.2991
O -2.808 -1.246 2.115 1.0552 0.2164 -0.9346
O -1.540 -1.215 0.329 1.0329 0.1472 -1.9293
N 2.604 1.465 2.199 -4.5846 -1.7105 -2.1847
O 3.470 1.747 3.062 1.4938 0.4176 0.5796
O 2.787 1.619 0.979 0.9381 0.2926 1.8239
H 1.736 1.618 4.702 -0.3478 0.1134 0.0747
H -2.122 -0.269 4.061 0.2014 0.2055 0.0686